(1)
12
Properties=species:S:1:pos:R:3:forces:R:3 method="wB97M-V/def2-TZVPD" de_lowest_ev=3.343 homo_lumo_gap_ev="6.46 / 6.96" fmax_ev_per_a=1.64
C -1.936 0.124 -0.561 -0.6 -0.3 -0.2
C -0.599 0.024 -0.287 1.0 1.3 0.1
C 0.223 1.175 -0.075 -1.5 0.1 -0.4
O 1.382 0.981 0.441 1.0 -0.5 0.2
C 1.494 -0.487 0.644 0.3 0.5 0.1
C 0.367 -1.013 -0.138 -0.1 -0.8 0.3
H -2.408 1.089 -0.703 0.1 -0.1 0.0
H 1.401 -0.560 1.740 0.0 -0.2 -0.1
H -2.553 -0.764 -0.619 0.0 0.1 -0.1
H -0.029 2.218 -0.268 -0.1 -0.2 0.1
H 2.512 -0.767 0.361 -0.2 0.0 -0.1
H 0.248 -2.054 -0.404 0.0 0.1 0.1



(2)
12
Properties=species:S:1:pos:R:3:forces:R:3 method="wB97M-V/def2-TZVPD" de_lowest_ev=4.843 homo_lumo_gap_ev=9.74 fmax_ev_per_a=0.67
C -1.624 -0.181 0.174 -0.1 0.0 0.0
C -0.531 0.010 -0.857 0.0 -0.1 -0.5
C -0.708 -0.224 -2.130 0.0 0.1 0.7
C 0.829 0.512 -0.429 -0.1 0.2 0.0
C 1.518 -0.134 0.692 -0.1 0.0 0.3
O 1.960 -0.313 -0.641 0.1 -0.1 -0.1
H -2.592 -0.361 -0.301 0.2 0.0 0.1
H -1.389 -1.037 0.817 0.0 0.2 -0.1
H -1.706 0.710 0.807 0.0 -0.1 -0.2
H 1.016 1.569 -0.622 -0.1 -0.2 0.1
H 1.065 -1.013 1.152 0.1 0.1 -0.1
H 2.163 0.460 1.337 -0.1 -0.1 -0.1



(3)
12
Properties=species:S:1:pos:R:3:forces:R:3 method="wB97M-V/def2-TZVPD" de_lowest_ev=2.169 smiles="C=C=CCC=O" homo_lumo_gap_ev=10.30 fmax_ev_per_a=0.51
C 2.007 0.383 0.794 0.1 0.1 -0.1
C 1.300 0.063 -0.256 -0.2 0.1 0.1
C 0.299 -0.208 -1.051 0.3 0.1 0.1
C -0.900 -0.831 -0.362 0.0 -0.1 0.1
C -1.573 0.394 0.230 -0.3 0.3 -0.2
O -2.015 1.303 -0.429 -0.1 -0.4 0.3
H 2.926 -0.100 1.101 -0.1 -0.1 -0.1
H 0.180 0.222 -2.044 0.1 -0.1 0.2
H -1.567 -1.416 -1.004 0.1 0.3 0.0
H -0.549 -1.452 0.464 -0.1 -0.1 -0.2
H 1.630 1.194 1.417 0.3 0.1 -0.2
H -1.528 0.464 1.333 -0.1 0.0 0.0



(4)
12
Properties=species:S:1:pos:R:3:forces:R:3 method="wB97M-V/def2-TZVPD" de_lowest_ev=5.933 homo_lumo_gap_ev=8.39 fmax_ev_per_a=4.39
C 0.946 0.033 -1.114 -0.5 0.3 1.5
C -0.110 0.947 -0.813 0.8 -1.7 -0.7
C 1.070 0.508 0.217 -0.2 -1.1 -0.8
C -0.273 0.762 0.597 0.1 -2.8 -2.5
C -0.909 -1.943 0.482 0.7 -0.2 -1.3
O -0.388 -2.299 -0.570 -0.7 0.5 0.8
H 1.591 -0.310 -1.888 0.2 0.4 -0.3
H -0.295 1.795 -1.412 -0.5 1.0 -0.5
H 1.875 0.955 0.704 1.5 0.7 0.5
H -1.731 -1.145 0.446 0.8 -1.4 0.7
H -0.671 1.483 1.145 -1.1 3.2 2.8
H -0.446 -2.421 1.406 -1.0 1.0 -0.3



(5)
12
Properties=species:S:1:pos:R:3:forces:R:3 method="wB97M-V/def2-TZVPD" de_lowest_ev=1.940 smiles="C#C[C@@H](C)C=O" homo_lumo_gap_ev=10.73 fmax_ev_per_a=0.48
C -0.200 1.401 0.329 0.0 0.1 0.0
C -0.058 -0.130 0.442 0.0 -0.1 0.1
C -1.343 -0.751 -0.108 -0.1 -0.1 -0.1
O -1.529 -1.004 -1.266 0.0 0.0 0.2
C 1.111 -0.663 -0.264 0.3 -0.3 -0.2
C 2.023 -1.196 -0.839 -0.3 0.3 0.2
H 0.690 1.890 0.730 -0.1 0.0 0.0
H -0.317 1.690 -0.719 0.0 -0.1 0.1
H -1.076 1.750 0.888 0.2 -0.1 -0.1
H 0.008 -0.399 1.507 0.0 0.0 -0.2
H -2.141 -0.922 0.645 0.0 0.1 0.0
H 2.832 -1.668 -1.345 -0.1 0.1 0.0



(6)
12
Properties=species:S:1:pos:R:3:forces:R:3 method="wB97M-V/def2-TZVPD" de_lowest_ev=2.912 homo_lumo_gap_ev=10.36 fmax_ev_per_a=0.50
C 1.100 -0.374 -0.457 0.1 0.0 -0.1
C 0.358 0.921 -0.155 0.1 0.3 -0.1
C -1.114 0.539 -0.303 -0.2 0.4 -0.1
O -1.189 -0.817 -0.717 0.0 -0.1 -0.1
C -0.107 -1.056 0.219 0.2 -0.5 0.1
C -0.420 0.272 0.976 -0.1 0.0 0.3
H 2.017 -0.458 0.131 -0.1 0.0 0.0
H 1.271 -0.653 -1.502 0.0 0.0 0.1
H 0.708 1.946 -0.229 -0.1 -0.2 0.0
H -1.902 1.227 -0.581 0.1 -0.1 0.1
H -0.084 -2.072 0.612 0.0 0.2 -0.1
H -0.637 0.526 2.006 0.1 0.0 -0.1



(7)
12
Properties=species:S:1:pos:R:3:forces:R:3 method="wB97M-V/def2-TZVPD" de_lowest_ev=2.158 smiles="C#C[C@H](C)C=O" homo_lumo_gap_ev=10.62 fmax_ev_per_a=2.65
C 0.350 1.544 -0.135 -1.7 0.0 0.4
C -0.060 0.207 0.484 0.6 -0.6 -0.5
C 1.049 -0.887 0.065 0.0 1.2 0.3
C -1.426 -0.174 0.098 0.1 -0.3 -0.1
C -2.554 -0.478 -0.190 0.5 0.1 -0.6
H 1.302 1.836 0.220 0.8 0.6 0.5
H 0.426 1.402 -1.182 0.2 -0.1 -1.1
H -0.454 2.297 0.010 0.7 -0.3 0.2
H -0.096 0.260 1.577 0.4 0.0 0.1
H 0.636 -1.943 0.124 0.8 0.6 -0.2
H -3.438 -0.731 -0.733 -0.1 0.0 0.4
O 2.183 -0.549 -0.244 -2.3 -1.1 0.6



(8)
12
Properties=species:S:1:pos:R:3:forces:R:3 method="wB97M-V/def2-TZVPD" de_lowest_ev=4.728 homo_lumo_gap_ev=9.41 fmax_ev_per_a=3.16
O 0.408 1.424 -2.149 0.4 -0.2 0.2
C 1.269 0.862 -1.517 -0.3 0.2 -0.1
C 0.984 -0.069 -0.361 -0.3 0.3 0.3
C -0.516 -0.142 -0.018 -0.7 0.8 0.6
C -0.921 -0.794 1.156 0.1 -1.1 0.7
C -1.163 -0.943 2.366 -0.1 -0.9 -0.4
H 2.341 0.998 -1.780 -0.2 -0.1 0.1
H 1.599 0.222 0.498 -0.1 0.1 -0.1
H 1.393 -1.060 -0.659 -0.5 0.3 0.2
H -1.255 0.482 0.884 1.9 1.2 -2.2
H -1.159 -0.032 -0.887 -0.1 -0.5 0.2
H -1.304 -1.848 2.911 0.0 -0.2 0.6



(9)
12
Properties=species:S:1:pos:R:3:forces:R:3 method="wB97M-V/def2-TZVPD" de_lowest_ev=5.126 homo_lumo_gap_ev=8.48 fmax_ev_per_a=3.53
C 1.382 -0.402 -1.232 -0.2 0.0 0.2
C 0.422 -1.056 -0.206 -0.6 -0.1 0.5
C -0.520 0.052 0.407 -0.2 3.2 -0.5
O -0.298 1.181 -0.064 2.2 0.6 -2.2
C -1.516 0.891 1.157 -1.1 -2.9 1.7
C -2.291 1.675 1.715 0.4 -1.1 -0.2
H 2.046 -1.156 -1.676 -0.3 0.0 0.3
H 2.012 0.362 -0.767 -0.2 -0.2 0.0
H 0.836 0.080 -2.048 0.0 -0.1 0.2
H 0.991 -1.557 0.585 -0.2 0.2 0.1
H -0.171 -1.843 -0.686 -0.1 0.2 0.2
H -3.073 1.704 2.451 0.1 0.2 -0.2



(10)
12
Properties=species:S:1:pos:R:3:forces:R:3 method="wB97M-V/def2-TZVPD" de_lowest_ev=2.064 smiles="C=CC(=C)C=O" homo_lumo_gap_ev=8.75 fmax_ev_per_a=4.65
C -0.513 2.381 -0.393 1.3 -2.6 1.3
C 0.352 1.319 -0.245 -0.7 1.2 0.1
C -0.107 -0.034 0.098 -0.5 -0.5 -0.8
C -1.366 -0.491 -0.126 1.1 2.0 -0.6
C 0.982 -1.030 0.425 -1.5 -2.6 0.2
H -1.549 2.439 -0.047 0.3 -0.8 -0.3
H -0.152 3.308 -0.665 0.9 1.8 -0.7
H 1.493 1.358 -0.339 -1.8 0.6 -0.3
H -1.584 -1.486 0.084 -0.4 -1.6 0.4
H -2.137 0.108 -0.643 0.6 -0.2 0.6
H 1.952 -0.507 0.842 -1.2 -1.5 -0.8
O 0.736 -2.261 0.277 2.0 4.1 0.8



(11)
13
Properties=species:S:1:pos:R:3:forces:R:3 method="wB97M-V/def2-TZVPD" de_lowest_ev=4.174 homo_lumo_gap_ev=9.99 fmax_ev_per_a=0.63
C -1.501 -0.672 -0.038 0.0 0.0 0.0
C -0.273 0.092 0.358 -0.3 0.1 -0.1
C -0.096 1.530 0.416 -0.2 -0.1 0.0
C 0.941 0.321 -0.539 0.1 -0.1 -0.3
C 1.635 -0.559 0.483 0.6 -0.2 0.1
O 2.702 -1.082 0.573 -0.6 0.3 -0.1
O 0.575 -0.626 1.328 0.1 -0.1 0.1
H -2.226 -0.651 0.781 0.1 0.0 -0.1
H -1.253 -1.716 -0.250 0.0 0.1 0.0
H -1.962 -0.222 -0.921 0.1 0.0 0.1
H 1.209 1.441 -0.161 0.1 0.0 0.0
H -0.694 1.944 -0.415 0.1 -0.1 0.1
H 0.942 0.201 -1.617 0.0 0.0 0.2



(12)
13
Properties=species:S:1:pos:R:3:forces:R:3 method="wB97M-V/def2-TZVPD" de_lowest_ev=2.516 smiles="O=C1CO[C@H]2C[C@@H]12" homo_lumo_gap_ev=10.23 fmax_ev_per_a=3.38
O 1.316 -2.070 -0.717 -0.2 0.1 0.1
C 0.591 -1.148 -0.449 0.2 -0.2 0.4
C -0.871 -0.935 -0.800 -0.1 -0.6 0.6
O -0.906 0.379 -1.271 0.7 1.1 1.6
C -0.076 1.099 -0.243 -1.6 -1.4 -2.7
C -0.037 0.733 1.189 0.5 1.9 0.1
C 0.989 0.114 0.269 0.1 0.0 -0.1
H -1.384 -0.949 0.173 -0.2 -0.4 0.0
H -1.349 -1.675 -1.431 0.2 0.2 -0.4
H -0.051 2.117 -0.618 0.6 -0.1 0.4
H -0.682 0.364 1.996 0.0 -0.3 -0.9
H 0.418 1.710 1.423 -0.1 -0.6 1.3
H 2.043 0.261 0.479 -0.1 0.2 -0.4